# C31H62F6N10O11S2

A cluster of 13 separate species, C31H62F6N10O11S2 in total at a distorted geometry (ωB97M-V/def2-TZVPD, OMol25).

Structure (XYZ):
```
122
Properties=species:S:1:pos:R:3
S 23.845 7.741 0.443
S 23.201 8.029 2.943
F 22.946 8.488 5.482
F 25.445 5.692 0.825
F 26.460 7.454 0.041
F 25.162 6.280 -1.218
F 25.006 8.401 4.831
F 23.773 10.149 4.387
O 28.290 8.642 4.092
O 21.621 9.708 -4.341
O 26.416 11.881 3.687
O 23.154 6.642 3.330
O 26.508 9.477 -5.304
O 23.781 8.803 -0.516
O 22.719 6.868 0.430
O 21.959 8.695 2.670
O 27.110 4.891 -4.933
O 19.979 11.613 8.602
O 21.752 11.790 -1.305
N 25.579 11.701 0.155
N 24.316 8.385 1.895
N 23.807 7.251 8.214
N 26.793 13.147 5.530
N 29.902 7.243 3.300
N 26.679 3.964 -2.906
N 22.911 3.132 0.228
N 26.743 9.686 1.886
N 20.859 12.257 0.719
N 25.440 4.723 6.571
C 29.399 8.146 4.166
C 19.599 10.502 -3.418
C 21.353 4.505 1.817
C 20.937 12.140 2.142
C 20.772 9.571 -3.491
C 25.324 6.732 0.015
C 20.799 10.890 8.093
C 26.390 13.459 6.884
C 25.653 8.149 -3.521
C 21.738 10.058 8.929
C 23.064 6.538 7.716
C 28.103 8.879 -3.678
C 25.671 4.847 5.458
C 25.956 5.012 4.027
C 22.086 5.692 7.046
C 21.737 11.642 -0.091
C 28.052 3.926 -2.500
C 26.196 12.149 4.846
C 31.229 6.681 3.478
C 20.825 10.644 6.608
C 20.852 8.445 -2.493
C 25.694 3.407 -2.004
C 22.238 3.735 0.935
C 23.784 8.817 4.513
C 29.106 6.807 2.184
C 27.519 14.174 4.804
C 26.322 4.476 -4.104
C 25.339 11.446 -0.930
C 25.040 11.081 -2.313
C 26.718 8.919 -4.265
C 19.807 13.082 0.195
H 29.354 5.779 1.918
H 25.627 11.649 -3.031
H 22.468 10.997 0.413
H 20.482 9.639 6.365
H 19.378 11.030 -4.344
H 19.904 13.212 -0.877
H 19.764 11.245 -2.629
H 28.267 3.043 -1.894
H 27.044 4.933 3.952
H 26.255 10.596 1.898
H 21.716 6.157 6.138
H 25.414 11.632 5.421
H 27.853 13.798 3.842
H 21.830 10.412 9.949
H 25.749 14.336 6.978
H 25.237 10.018 -2.399
H 21.548 8.805 -1.730
H 28.675 3.849 -3.390
H 18.656 10.009 -3.159
H 25.879 2.335 -1.841
H 24.667 8.576 -3.709
H 29.211 7.434 1.293
H 25.231 4.463 -4.254
H 20.226 11.378 6.076
H 24.680 3.462 -2.386
H 28.460 7.864 -3.487
H 30.104 8.311 4.995
H 31.914 6.974 2.677
H 25.440 4.227 3.486
H 31.662 7.023 4.414
H 25.663 7.109 -3.837
H 23.993 11.352 -2.474
H 21.387 9.024 8.873
H 28.060 9.321 -2.670
H 31.139 5.595 3.431
H 18.832 12.626 0.401
H 27.254 9.526 2.767
H 19.785 14.050 0.703
H 27.381 9.588 1.105
H 27.296 13.629 7.475
H 21.445 12.971 2.634
H 19.888 8.162 -2.076
H 28.363 4.795 -1.910
H 25.843 8.273 -2.455
H 21.855 10.769 6.265
H 28.044 6.807 2.435
H 21.279 5.522 7.766
H 22.734 10.033 8.475
H 22.479 4.694 6.859
H 21.395 11.190 2.414
H 26.894 15.051 4.616
H 19.937 12.016 2.569
H 25.816 3.823 -1.004
H 21.124 5.446 1.327
H 25.931 12.591 7.357
H 25.718 6.046 3.792
H 21.282 7.546 -2.930
H 20.474 3.896 2.011
H 21.905 4.686 2.737
H 28.828 9.448 -4.251
H 28.403 14.453 5.380
H 25.955 8.989 1.836
```

Computed properties:
HOMO level, eV: -8.985
E, eV: -108550.021
LUMO level, eV: -0.24
Largest force on an atom, eV/Å: 2.49
Multiplicity: 1
Net charge: 0

---

# C31H62N5O5

A cluster of 3 separate species, C31H62N5O5 in total at a distorted geometry (ωB97M-V/def2-TZVPD, OMol25).

Structure (XYZ):
```
103
Properties=species:S:1:pos:R:3
O 1.047 -1.552 0.312
O -0.227 -1.129 2.117
O 0.786 -0.260 -3.653
O 2.205 -1.750 -2.960
O 6.408 1.300 2.222
N 0.220 -5.306 5.270
N 2.152 -0.636 -3.191
N -1.488 3.306 -1.534
N -3.845 -0.422 -6.135
N -0.724 2.774 -2.467
C -1.541 5.649 0.606
C -6.209 -0.876 -5.522
C 1.447 -7.117 3.936
C -3.765 0.768 -5.315
C -1.343 1.218 -0.402
C -0.229 1.546 -2.475
C -1.701 -1.683 -5.520
C -1.685 4.284 1.301
C -0.904 -6.129 5.684
C -0.126 5.944 0.104
C 4.384 3.828 0.356
C -0.140 -4.285 4.309
C -2.574 -0.978 -6.567
C -0.465 0.230 1.736
C -0.552 0.730 -1.411
C -2.583 3.257 0.573
C -1.789 2.562 -0.493
C 3.440 4.943 0.826
C -1.647 0.301 0.738
C -4.802 -1.426 -5.698
C 7.379 0.316 1.927
C 0.993 5.667 1.135
C -0.594 -7.003 6.889
C 5.968 1.995 1.074
C 1.460 -6.019 5.007
C 4.791 2.861 1.469
C 1.971 4.550 0.713
C 0.822 -1.699 1.485
C -3.399 0.596 -3.831
C -0.629 -4.724 2.921
C 0.649 1.128 -3.626
H 1.479 -6.713 2.925
H -0.909 -2.244 -6.019
H -2.941 2.534 1.298
H 8.051 0.649 1.131
H -1.996 -0.173 -7.031
H 2.324 -7.756 4.055
H -3.051 1.448 -5.790
H 5.063 3.418 2.365
H -1.382 -5.509 2.980
H 5.666 1.267 0.308
H 1.795 -6.462 5.947
H -1.216 -0.976 -4.852
H -1.498 -7.526 7.203
H -0.174 -0.282 -1.385
H -0.701 3.823 1.415
H 5.292 4.267 -0.063
H -0.083 6.995 -0.184
H 1.577 6.580 1.250
H 2.222 -5.276 4.759
H -0.710 0.757 2.653
H -6.893 -1.690 -5.282
H -4.498 -1.927 -4.765
H -2.332 0.416 -3.694
H -1.863 6.450 1.269
H 6.789 2.596 0.664
H 6.901 -0.619 1.623
H -1.720 -5.450 5.948
H 3.678 5.166 1.867
H 1.780 4.245 -0.321
H -4.826 -2.201 -6.467
H 1.464 -2.299 2.138
H 0.567 -7.756 4.019
H -6.556 -0.399 -6.439
H -2.078 4.409 2.309
H 0.158 -7.760 6.668
H 0.565 5.419 2.104
H -1.088 -3.873 2.410
H -3.661 1.503 -3.277
H -3.937 -0.235 -3.372
H -4.724 1.286 -5.367
H -2.272 -2.391 -4.918
H 0.438 0.649 1.297
H -3.418 3.760 0.089
H 1.631 1.604 -3.512
H -0.527 3.397 -3.241
H 3.957 2.194 1.700
H -1.762 -0.700 0.326
H -2.571 0.531 1.258
H 3.633 5.842 0.239
H 1.818 3.670 1.347
H -2.212 5.674 -0.254
H 3.922 3.265 -0.461
H 0.187 -5.080 2.292
H 0.720 -3.617 4.191
H 0.083 5.377 -0.804
H -1.286 -6.769 4.873
H -2.786 -1.685 -7.374
H -0.241 -6.399 7.726
H 7.971 0.151 2.823
H 0.219 1.485 -4.565
H -0.924 -3.672 4.767
H -6.274 -0.151 -4.710
```

Computed properties:
HOMO level, eV: -9.694
E, eV: -50829.874
LUMO level, eV: -4.44
Largest force on an atom, eV/Å: 1.06
Multiplicity: 1
Net charge: +1

---

# C31H62NO11S6

A cluster of 7 separate species, C31H62NO11S6 in total at a distorted geometry (ωB97M-V/def2-TZVPD, OMol25).

Structure (XYZ):
```
111
Properties=species:S:1:pos:R:3
S 2.347 -7.118 0.777
S -1.674 4.449 -6.662
S 1.772 3.800 -3.893
S -7.316 3.788 0.595
S 6.348 0.221 -4.725
S -2.024 1.854 6.933
O -2.366 -3.406 3.139
O 3.764 -0.106 1.563
O 2.274 -5.797 1.459
O -0.183 -3.732 -2.305
O -0.533 3.514 -6.845
O -2.239 2.871 5.871
O -1.165 -1.729 -2.529
O 1.314 4.230 -2.540
O 5.084 0.775 -4.173
O -0.460 -2.268 2.882
O -5.948 3.409 1.036
N 2.734 -0.616 0.997
C -0.339 1.248 6.756
C -3.731 -1.152 1.703
C 1.019 -8.130 1.442
C -3.057 1.191 2.935
C -4.440 -0.020 1.443
C -7.890 5.083 1.702
C 1.465 -0.030 1.463
C 7.056 -0.848 -3.463
C -0.938 -2.708 -1.841
C 1.456 0.284 2.973
C 7.594 1.511 -4.599
C -1.834 -2.347 2.862
C 2.707 -2.114 0.951
C -1.468 -2.794 -0.421
C 1.117 2.153 -4.184
C 2.642 -2.537 -0.535
C 0.250 -0.855 0.993
C 1.643 -2.754 1.853
C -2.291 4.218 -4.988
C -2.325 0.039 3.207
C -7.135 4.842 -0.851
C 0.173 -2.289 1.568
C 1.627 -6.907 -0.858
C 1.333 1.352 0.745
C -4.103 1.176 2.038
C -1.748 2.744 8.472
C -3.096 3.722 -7.491
C -0.432 -3.336 0.612
C 4.071 -2.634 1.465
C -2.671 -1.140 2.574
C 3.486 3.287 -3.739
H -6.441 5.653 -0.631
H 0.377 -3.786 0.035
H 2.214 1.046 3.164
H 0.075 -7.588 1.378
H -2.803 2.130 3.417
H 0.355 2.089 6.727
H 1.548 -7.878 -1.346
H 0.959 -9.063 0.881
H -0.100 0.589 7.590
H 7.624 1.896 -3.579
H 0.297 -0.886 -0.105
H 1.246 -8.346 2.484
H 6.404 -1.711 -3.347
H -0.893 -4.172 1.143
H -8.841 5.475 1.339
H 1.786 -0.595 3.537
H -3.204 4.799 -4.855
H -1.530 4.572 -4.293
H 1.845 2.124 1.319
H -0.077 -3.565 -3.253
H -2.904 3.727 -8.562
H 3.030 -3.555 -0.636
H 0.035 2.228 -4.273
H 7.121 -0.309 -2.518
H -1.467 2.037 9.254
H 1.373 1.502 -3.347
H 2.284 -6.261 -1.437
H 4.018 -3.725 1.343
H -2.676 3.240 8.748
H 0.272 1.627 0.732
H -8.110 5.241 -1.132
H -1.888 -1.820 -0.187
H 8.566 1.106 -4.880
H -0.625 -0.243 1.220
H 3.333 -1.889 -1.084
H 3.585 2.561 -2.934
H -3.993 -2.084 1.210
H 1.656 -2.450 -0.987
H -6.742 4.235 -1.664
H -2.485 3.160 -4.809
H -5.259 -0.047 0.731
H -3.237 2.696 -7.149
H 1.867 -2.630 2.915
H -0.274 0.690 5.824
H 1.676 -3.830 1.663
H 4.209 -2.446 2.529
H -2.288 -3.524 -0.474
H -4.649 2.086 1.807
H 1.529 1.758 -5.112
H 7.323 2.313 -5.283
H -3.984 4.318 -7.278
H 8.045 -1.178 -3.781
H 0.470 0.609 3.303
H 4.085 4.168 -3.512
H -1.503 0.099 3.908
H 4.897 -2.294 0.842
H -8.030 4.648 2.689
H -0.962 3.487 8.333
H 1.673 1.287 -0.289
H 0.643 -6.444 -0.772
H 3.821 2.852 -4.678
H -7.147 5.879 1.755
```

Computed properties:
HOMO level (spin up / spin down), eV: -7.800 / -8.008
E, eV: -122170.338
LUMO level (spin up / spin down), eV: 0.42 / 0.42
⟨S²⟩: 0.754
Largest force on an atom, eV/Å: 2.40
Multiplicity: 2
Net charge: 0

---

# C31H63FNO13

A cluster of 5 separate species, C31H63FNO13 in total (ωB97M-V/def2-TZVPD, OMol25).

Structure (XYZ):
```
109
Properties=species:S:1:pos:R:3
F 2.905 -3.416 -0.673
O 3.966 -6.182 -4.494
O -3.064 6.003 1.903
O 5.358 -4.399 -4.529
O -6.702 4.364 6.618
O -3.793 -3.606 -5.134
O 8.680 -0.224 0.764
O 5.538 -6.126 -5.974
O -2.712 4.410 0.343
O -6.587 2.560 7.972
O -2.333 -2.833 -3.596
O -4.330 -1.842 -4.014
O -3.900 3.905 2.077
O -8.233 2.851 6.445
N -0.108 -2.596 -0.835
C 3.266 -5.585 -3.396
C 3.056 2.095 0.486
C 0.611 -3.691 -0.116
C -3.218 4.884 1.489
C -3.386 -2.766 -4.199
C 3.916 1.874 -0.778
C -0.258 -0.120 -0.790
C 1.576 2.458 0.240
C -7.126 3.192 7.100
C 6.654 -5.470 -6.595
C 2.313 -4.506 -3.871
C 7.623 -0.486 -0.131
C 7.127 0.817 -0.728
C -9.672 1.840 8.143
C 1.948 -3.053 0.258
C -3.961 -0.810 -3.087
C 0.215 -1.343 -0.025
C -1.984 5.379 -0.423
C 1.717 -1.541 0.158
C -5.852 5.013 3.061
C 4.605 0.505 -0.892
C -8.861 1.628 6.886
C 5.934 0.586 -1.657
C 8.809 -1.136 1.835
C 0.512 1.617 0.981
C -5.537 4.888 7.268
C -4.561 4.272 3.311
C -3.129 0.265 -3.750
C -2.875 -4.658 -5.467
C -0.601 1.094 0.072
C 4.996 -5.464 -4.962
H 5.873 1.397 -2.388
H -0.895 1.902 -0.603
H -1.106 -2.785 -0.944
H -1.167 -0.417 -1.328
H 3.510 2.906 1.059
H -1.494 0.862 0.661
H -3.420 -1.283 -2.268
H 2.282 -3.371 1.246
H -3.871 4.859 3.916
H -5.668 5.977 2.588
H -5.774 5.186 8.288
H 1.732 -4.130 -3.025
H 8.349 -0.739 2.747
H -4.893 -0.408 -2.697
H 1.424 3.493 0.550
H 6.322 -4.570 -7.109
H -1.225 5.863 0.189
H 7.050 -6.188 -7.305
H 3.118 1.217 1.140
H 2.130 -0.977 0.988
H -9.494 1.340 6.049
H -0.325 -1.467 0.919
H 0.686 -4.588 -0.726
H -2.580 -5.203 -4.573
H 7.972 -1.144 -0.941
H 2.205 -1.228 -0.769
H 9.871 -1.298 2.020
H 1.624 -4.899 -4.619
H -5.245 5.755 6.683
H 2.724 -6.409 -2.934
H 4.695 2.640 -0.813
H -10.402 2.635 7.996
H -1.994 -4.247 -5.956
H -6.511 4.428 2.419
H 0.270 -2.480 -1.782
H -1.524 4.824 -1.235
H 3.299 2.032 -1.668
H 7.953 1.283 -1.269
H 0.027 2.243 1.733
H -8.093 0.868 7.028
H 3.984 -5.192 -2.677
H -4.742 3.321 3.808
H -4.740 4.147 7.285
H 6.089 -0.332 -2.232
H -2.203 -0.156 -4.140
H 0.981 0.806 1.550
H 1.372 2.449 -0.837
H 2.862 -3.672 -4.307
H 7.404 -5.209 -5.852
H 8.351 -2.102 1.599
H 0.479 0.142 -1.559
H 4.782 0.105 0.113
H 3.948 -0.197 -1.413
H -2.887 1.025 -3.004
H -9.027 2.103 8.981
H 0.032 -3.932 0.774
H -2.660 6.134 -0.821
H -10.206 0.923 8.394
H -3.674 0.749 -4.559
H 6.851 1.499 0.084
H -3.417 -5.305 -6.147
H 6.805 -1.011 0.386
H -6.359 5.182 4.011
```

Computed properties:
HOMO level, eV: -11.206
E, eV: -63988.497
LUMO level, eV: -2.70
Largest force on an atom, eV/Å: 0.37
Multiplicity: 1
Net charge: +1